Record 1
15
Properties=species:S:1:pos:R:3:forces:R:3 method="wB97M-V/def2-TZVPD" multiplicity=1 e_above_lowest_kj_mol=204.45 energy_ha=-647.82021
C 0.3223 -0.2854 -0.8574 0.037 -1.228 -0.105
H 0.5405 -1.4064 -0.9586 -0.231 1.470 -0.322
C 1.6868 0.4999 -0.8681 -0.853 0.158 0.298
H -0.3055 0.0717 -1.7313 0.612 -0.462 0.596
S 1.3748 2.2628 -0.2796 0.060 -0.727 -0.606
H -1.3301 -1.8867 0.5208 -1.281 1.928 0.719
H -2.4293 -0.5505 -0.1667 1.355 0.019 1.642
O -2.3541 -0.5418 1.8872 1.375 0.221 0.152
H -1.9752 -1.1606 2.5250 -0.104 0.321 0.175
C -1.6413 -0.7326 0.7086 -0.749 -4.339 -4.953
N -0.3594 -0.1401 0.4015 -0.452 2.960 2.575
H -0.4892 0.8666 0.5989 0.555 -0.552 -0.126
H 1.9389 0.5674 -1.9667 0.546 -0.300 1.478
H 2.5660 2.3270 0.2883 0.319 0.306 0.265
H 2.4547 0.1087 -0.1018 -1.190 0.225 -1.788


Record 2
73
Properties=species:S:1:pos:R:3:forces:R:3 method="wB97M-V/def2-TZVPD" multiplicity=1 energy_ha=-2479.31167
H 2.9671 0.1487 -0.2345 0.119 -0.167 0.098
H 8.4309 0.0260 -2.2456 -0.004 -0.006 0.024
C -4.7861 6.3222 5.5058 -0.105 0.009 0.059
N -1.6649 -4.6218 0.8027 0.051 -0.204 0.042
H -1.4058 -4.5492 -1.2751 0.027 -0.002 -0.022
N 6.4248 0.5964 -2.2131 0.094 0.005 -0.115
H -1.8755 -6.6670 1.2049 -0.008 -0.032 0.052
H -0.1499 -3.7348 -0.3401 0.033 -0.009 -0.097
N 2.1147 -4.9690 -3.3743 0.018 -0.116 -0.029
O 0.2395 2.3144 0.7279 -0.462 -0.368 -0.975
C 2.4481 0.9502 0.2736 -0.625 0.731 0.032
H 3.8515 -3.8483 -3.7252 0.041 -0.003 0.008
H 3.7610 -4.5955 -2.1299 0.041 0.008 -0.005
H -1.6972 6.9606 4.5424 -0.005 -0.029 -0.019
H -4.2878 -0.1783 -1.4805 0.054 -0.139 -0.059
H 0.5785 -6.2102 -4.0454 -0.014 0.020 0.005
H -3.2564 6.0037 2.7626 -0.001 -0.076 -0.058
C 1.2559 -4.0125 -2.9752 -0.115 0.114 -0.006
C -4.7180 -0.2246 -0.4797 -0.010 0.358 -0.200
H -2.6523 4.7081 3.8108 -0.003 -0.043 -0.120
C -3.9995 0.7309 0.4529 -0.404 -0.001 -0.102
H -4.1476 1.7271 0.0424 0.115 0.155 0.061
P 0.6810 0.8984 -0.1142 0.154 -0.956 0.291
C -2.4791 -3.5738 0.9878 0.039 0.065 -0.056
O 1.5827 -2.9595 -2.4619 0.070 -0.019 0.008
H -0.1975 -5.5125 -0.3893 -0.027 -0.034 0.056
O -2.0019 3.1865 0.1117 0.129 -0.185 -0.340
H -4.3873 4.8360 3.4753 -0.031 0.018 0.030
C 1.6646 -6.2057 -3.9805 0.156 0.085 0.048
H 2.5531 0.8925 1.3534 0.162 -0.289 0.089
O -2.5373 -2.6248 0.2224 -0.146 -0.263 0.022
H 0.2001 -4.2748 -3.1608 0.015 -0.006 -0.017
H -0.6109 -5.8428 2.1392 -0.016 -0.041 0.045
O -3.0639 3.9735 0.7326 0.020 0.059 0.391
H 7.5913 -0.1241 -3.7985 0.063 -0.005 -0.010
H -4.6894 -1.2471 -0.1152 -0.116 -0.099 0.004
O 5.2043 0.2418 -0.3370 0.225 -0.047 -0.111
O -1.2074 3.2909 2.5477 0.015 0.104 0.151
H 2.0757 -6.3085 -4.9864 -0.039 -0.049 -0.016
C 6.2530 0.1666 -0.9504 -0.001 -0.035 0.138
C -0.8015 -4.6081 -0.3691 -0.053 0.123 0.100
O -4.9720 7.0328 6.4769 0.030 -0.002 -0.016
H 2.8496 1.9153 -0.0366 0.144 0.001 -0.104
O -1.8382 1.0508 1.6201 -0.360 0.190 -1.025
H -4.5033 0.6839 1.4176 0.145 0.052 0.181
N -3.6435 6.2726 4.8005 -0.003 -0.075 -0.119
C 3.5381 -4.7430 -3.1869 -0.092 0.081 0.039
H -5.5627 5.6415 5.1158 0.013 0.002 -0.008
H -2.8372 8.1702 5.1783 0.036 0.014 0.016
C -2.5490 0.3364 0.5608 -0.118 -0.673 0.300
H 1.4813 0.9855 -2.1433 -0.025 0.200 0.013
N -4.3894 4.7703 -1.1523 -0.097 0.221 0.129
H -2.4850 -0.7145 0.8272 0.097 0.197 0.156
C -2.5395 7.1215 5.2104 -0.102 -0.006 0.057
H -3.0898 -3.6404 1.9027 -0.008 -0.015 -0.018
H 5.5897 1.4815 -3.9047 0.027 -0.005 -0.008
F -6.0479 0.1929 -0.6024 0.113 -0.189 0.114
P -1.2061 2.4580 1.3577 0.752 0.711 1.546
C -3.7696 4.4336 -0.2415 -0.114 -0.247 -0.645
C 5.2905 1.1876 -2.9022 -0.014 -0.043 0.138
H -2.2424 6.8874 6.2331 0.033 0.030 0.002
C -3.4744 5.4033 3.6488 0.125 0.169 0.180
H 4.4730 0.4675 -2.9643 -0.019 0.017 -0.034
H -2.3180 -5.5839 2.5352 -0.016 0.023 0.002
H 4.9328 2.0627 -2.3588 -0.026 0.013 -0.030
O 0.7084 1.3506 -1.6922 -0.051 0.297 0.076
H 7.1658 -0.2681 -0.5102 0.002 0.009 -0.010
H 8.0566 1.4768 -3.1902 0.058 -0.020 -0.015
H -2.0356 0.4027 -0.3940 0.152 0.353 -0.079
C -1.6140 -5.7415 1.7212 0.090 0.065 -0.158
C 7.6958 0.4882 -2.9007 -0.173 0.063 -0.033
H 4.0912 -5.6020 -3.5581 -0.019 -0.022 -0.013
H 1.9842 -7.0613 -3.3822 -0.035 -0.040 -0.032


Record 3
15
Properties=species:S:1:pos:R:3:forces:R:3 method="wB97M-V/def2-TZVPD" multiplicity=1 energy_ha=-6049.88359
Si 0.6389 -1.9187 0.2156 1.179 -1.909 0.083
Cl -2.8609 1.7508 -0.7386 0.654 -0.490 0.094
Cl -0.1831 2.2875 -2.4764 -0.045 0.523 -0.446
Cl -0.4766 -3.7174 0.2983 0.552 1.092 -0.025
Si 0.0455 -0.7090 -1.7241 0.626 -2.083 -1.708
Cl 1.5924 -0.4553 -3.1635 -0.888 -0.082 1.216
Cl -1.5077 -1.6161 -2.7768 0.400 0.276 0.430
Cl -2.0440 -0.7800 1.3086 -0.614 0.396 -0.143
Cl 2.5269 2.0779 0.8433 -1.013 -0.362 -0.548
Si 0.4474 1.8495 0.8603 0.657 1.071 1.641
Si -0.0840 -0.2324 1.5747 0.664 -1.285 2.803
Si -0.8691 1.1800 -0.8682 -0.883 2.779 -1.596
Cl 2.6176 -2.5096 0.7541 -1.152 0.563 -0.629
Cl -0.1544 3.2413 2.2848 -0.131 -0.449 -0.705
Cl 0.3110 -0.4487 3.6078 -0.007 -0.041 -0.467


Record 4
19
Properties=species:S:1:pos:R:3:forces:R:3 method="wB97M-V/def2-TZVPD" total_charge=-1 multiplicity=1 energy_ha=-636.37245
N -5.5821 0.1512 -1.2930 0.534 0.644 1.126
C 0.0013 1.0070 -0.9651 -2.033 0.728 1.213
H 1.7937 0.2087 -1.6853 0.571 0.597 -0.126
H 0.5299 -1.2293 2.0249 -0.008 -0.411 1.163
N -2.1617 1.6742 -0.1664 0.908 1.732 -0.763
H -0.2131 1.5123 -1.8686 -0.188 0.600 -0.786
C 0.3777 -0.5301 1.2509 0.478 0.245 -0.935
N -6.2935 -0.9715 -1.1993 -0.645 -0.125 -1.454
C 1.3365 -0.5413 0.2327 -0.830 0.813 1.733
C -0.7290 0.2919 1.1992 -1.584 0.789 0.930
C -3.2247 1.4549 0.3564 -3.866 -0.695 -0.927
N -6.3669 -1.3874 0.0089 -0.077 -0.909 0.734
N -4.4132 1.3065 0.5094 2.237 1.942 1.296
N -5.6785 -0.5825 0.8169 -0.422 0.391 -0.019
H -1.4628 0.5047 2.0300 0.951 -1.003 -0.655
C 1.1802 0.3602 -0.8139 0.375 -2.196 -0.560
C -1.0211 1.0077 0.0479 3.904 -1.011 -0.705
C -5.2452 0.3611 -0.0073 -0.847 -1.853 -0.533
H 2.1912 -1.1349 0.4854 0.542 -0.276 -0.732


Record 5
15
Properties=species:S:1:pos:R:3:forces:R:3 method="wB97M-V/def2-TZVPD" total_charge=-1 multiplicity=2 s2=0.75 e_above_lowest_kj_mol=183.79 energy_ha=-287.67518
H -1.5879 2.9295 -0.7891 0.098 0.048 -1.107
C 1.2661 -2.8141 0.1791 -0.689 0.589 -0.902
N -0.5479 -1.3870 -0.7125 1.076 1.416 1.028
H -0.0555 -0.4596 -0.5744 -0.787 -0.740 -0.239
H 1.3949 -2.0805 1.0496 0.004 -1.806 -1.026
H -1.0137 -1.4621 0.2324 0.776 -0.067 -1.300
O 0.2829 1.2416 0.9897 3.128 -1.987 0.004
C -0.6558 2.0211 0.7218 -1.652 -0.367 0.962
H 0.2748 -3.0633 -1.6619 0.329 -0.379 -0.599
H 0.2313 2.7694 -1.0442 -0.609 0.848 0.460
H 1.5237 -3.8687 -0.0397 1.089 0.775 1.160
C 0.4781 -2.4185 -0.8319 -1.797 0.443 2.009
C -0.5978 3.0443 -0.3528 -1.432 -1.114 0.036
H -0.7375 4.0359 0.0618 1.132 1.196 0.019
H -1.4018 1.9790 1.5378 -0.665 1.145 -0.506